[1]
DFT (the ωB97M-V functional and the def2-TZVPD basis) results for a structure of composition C36H30BrMnN3Te.

Structure (XYZ):
```
72
Properties=species:S:1:pos:R:3
Mn 0.219 0.579 -0.248
C 4.469 -0.318 -0.231
C 5.012 0.941 -0.469
C 4.180 2.044 -0.518
C 2.799 1.891 -0.356
C 2.235 0.626 -0.207
C 3.096 -0.467 -0.112
C 1.892 3.068 -0.276
C 2.418 4.361 -0.009
C 1.579 5.413 0.148
C 0.184 5.217 0.033
C -0.740 6.279 0.175
C -2.078 6.057 0.034
C -2.537 4.753 -0.257
C -1.664 3.710 -0.386
C -0.274 3.914 -0.244
N 0.592 2.853 -0.381
H 5.116 -1.185 -0.168
H 6.079 1.062 -0.607
H 4.613 3.020 -0.695
H 2.688 -1.459 0.043
H 3.484 4.489 0.094
H 1.961 6.403 0.372
H -0.359 7.269 0.393
H -2.785 6.869 0.140
H -3.597 4.572 -0.387
H -2.030 2.722 -0.605
Br -5.560 0.610 -4.958
C -4.422 0.577 -3.448
C -4.907 0.142 -2.230
C -4.071 0.121 -1.122
C -2.736 0.525 -1.216
C -2.281 0.966 -2.455
C -3.106 0.994 -3.567
N -1.839 0.513 -0.132
C -2.279 0.266 1.114
C -1.357 0.229 2.180
C -1.751 0.133 3.532
C -0.804 0.194 4.516
C 0.553 0.332 4.167
C 0.877 0.381 2.833
N -0.034 0.317 1.853
H -5.933 -0.191 -2.142
H -4.473 -0.236 -0.186
H -1.264 1.333 -2.553
H -2.726 1.337 -4.519
H -3.327 0.115 1.328
H -2.803 0.031 3.769
H -1.096 0.140 5.557
H 1.329 0.397 4.916
H 1.909 0.456 2.508
C 1.044 -7.131 0.981
C 0.888 -5.762 0.371
C -0.287 -5.038 0.517
C -0.458 -3.784 -0.062
C -1.769 -3.071 0.154
C 0.588 -3.242 -0.830
Te 0.203 -1.489 -1.951
C 1.798 -3.941 -0.965
C 2.996 -3.437 -1.736
C 1.918 -5.191 -0.358
H 0.152 -7.420 1.535
H 1.894 -7.164 1.666
H 1.219 -7.883 0.209
H -1.101 -5.461 1.098
H -2.323 -3.540 0.968
H -2.386 -3.102 -0.747
H -1.616 -2.020 0.395
H 2.805 -2.482 -2.217
H 3.278 -4.154 -2.510
H 3.853 -3.322 -1.069
H 2.852 -5.734 -0.472
```

Results
Multiplicity: 6
E_HOMO (alpha / beta) in eV: -6.0 / -7.1
HOMO-LUMO gap (alpha / beta) in eV: 5.25 / 6.47

Which charges does Löwdin predict for the atoms? In e, they are: Mn 0.658; C -0.075; C -0.078; C -0.041; C -0.196; C -0.230; C -0.139; C -0.199; C 0.005; C 0.007; C -0.156; C -0.035; C -0.073; C -0.054; C -0.002; C -0.178; N 0.114; H 0.102; H 0.102; H 0.100; H 0.073; H 0.103; H 0.123; H 0.114; H 0.105; H 0.110; H 0.072; Br 0.723; C -0.707; C -0.125; C -0.017; C -0.338; C -0.103; C -0.117; N -0.106; C -0.124; C -0.275; C -0.026; C -0.073; C -0.071; C -0.121; N 0.021; H 0.101; H 0.098; H 0.088; H 0.105; H 0.109; H 0.113; H 0.106; H 0.098; H 0.108; C -0.053; C -0.270; C -0.022; C -0.312; C -0.092; C -0.499; Te 1.084; C -0.318; C -0.098; C -0.027; H 0.071; H 0.079; H 0.080; H 0.112; H 0.078; H 0.080; H 0.022; H 0.005; H 0.084; H 0.075; H 0.122

---

[2]
DFT (the ωB97M-V functional and the def2-TZVPD basis) results for the ion C3H7N4 with charge +1 in a non-equilibrium geometry.

Structure (XYZ):
```
14
Properties=species:S:1:pos:R:3
N -1.519 1.269 0.038
N -0.280 0.652 0.066
C 1.056 1.130 0.132
C 1.844 0.082 0.113
N 1.069 -1.064 -0.031
C -0.221 -0.695 -0.043
N -1.181 -1.544 -0.148
H -1.395 2.229 0.433
H -1.708 1.382 -0.925
H 1.281 2.205 0.363
H 2.926 -0.061 0.362
H 1.266 -1.957 -0.353
H -1.017 -2.577 -0.053
H -2.122 -1.051 0.045
```

Results
E_HOMO in eV: -13.4
Total charge: +1
HOMO-LUMO gap in eV: 10.32
ΔE to the lowest compared entry with this formula, charge and spin in kJ/mol: 84.46

Which charges does natural (NBO) predict for the atoms? In e, they are: N -0.611; N -0.197; C -0.086; C -0.057; N -0.513; C 0.601; N -0.777; H 0.396; H 0.372; H 0.268; H 0.269; H 0.431; H 0.450; H 0.454

---

[3]
DFT (the ωB97M-V functional and the def2-TZVPD basis) results for a cluster of 2 separate species, C23H29BN in total in a non-equilibrium geometry.

Structure (XYZ):
```
54
Properties=species:S:1:pos:R:3
C 0.270 1.418 1.996
C -1.051 1.006 2.460
C -2.099 1.967 2.424
C -3.413 1.610 2.744
C -3.702 0.317 3.182
C -2.676 -0.631 3.278
C -1.369 -0.315 2.895
C 1.551 1.064 2.603
C 2.620 1.992 2.442
C 3.930 1.646 2.779
C 4.210 0.390 3.316
C 3.163 -0.505 3.575
C 1.839 -0.154 3.306
H 0.276 2.324 1.361
H -1.823 3.009 2.212
H -4.184 2.379 2.680
H -4.742 0.057 3.424
H -2.899 -1.621 3.680
H -0.601 -1.095 2.950
H 2.358 3.006 2.119
H 4.708 2.395 2.638
H 5.256 0.119 3.532
H 3.386 -1.466 4.043
H 1.048 -0.798 3.710
C 2.071 0.804 -2.539
C 0.675 1.158 -2.051
N -0.149 -0.047 -1.606
C -1.551 0.460 -1.305
C -2.527 -0.646 -0.939
C -0.191 -1.075 -2.720
C -0.741 -0.591 -3.921
C -0.804 -1.454 -5.015
C -0.353 -2.756 -4.940
C 0.183 -3.214 -3.737
C 0.281 -2.385 -2.600
B 0.460 -0.599 -0.181
H 0.275 0.402 0.650
H 2.559 1.719 -2.887
H 2.717 0.375 -1.764
H 2.051 0.119 -3.389
H 0.719 1.867 -1.216
H 0.117 1.614 -2.871
H -1.476 1.191 -0.490
H -1.893 0.972 -2.203
H -3.534 -0.218 -0.882
H -2.555 -1.438 -1.693
H -2.324 -1.100 0.038
H -1.095 0.428 -3.969
H -1.232 -1.047 -5.940
H -0.422 -3.408 -5.820
H 0.535 -4.251 -3.689
H 0.702 -2.748 -1.667
H -0.219 -1.501 0.252
H 1.660 -0.743 -0.253
```

Results
E_HOMO in eV: -12.2
Total charge: +1
HOMO-LUMO gap in eV: 7.39
ΔE to the lowest compared entry with this formula, charge and spin in kJ/mol: 100.23

Which charges does natural (NBO) predict for the atoms? In e, they are: C 0.090; C -0.079; C -0.173; C -0.215; C -0.161; C -0.197; C -0.187; C -0.168; C -0.135; C -0.208; C -0.137; C -0.212; C -0.129; H 0.235; H 0.221; H 0.236; H 0.237; H 0.234; H 0.226; H 0.221; H 0.235; H 0.238; H 0.236; H 0.225; C -0.639; C -0.192; N -0.439; C -0.197; C -0.639; C 0.142; C -0.259; C -0.173; C -0.206; C -0.195; C -0.183; B 0.034; H -0.023; H 0.235; H 0.231; H 0.230; H 0.209; H 0.206; H 0.213; H 0.206; H 0.234; H 0.231; H 0.229; H 0.219; H 0.228; H 0.236; H 0.231; H 0.240; H -0.023; H -0.023